ORCA calculation (wB97M-V/def2-TZVPD) on an isolated ion of composition C10H14N3S and charge +1 in a non-equilibrium geometry.

The spin multiplicity is 1. Its total charge is +1. The calculation puts the lowest unoccupied orbital energy at -4.68 eV.

Each line ends with the Mulliken charge.
Positions of all 28 atoms, in Å:
H  0.80644  -0.06659  3.90262  0.20
C  -0.96194  -1.78693  3.00973  -1.48
N  -1.09804  0.46359  1.98335  -0.58
N  -1.17540  0.99013  0.91396  0.65
H  -1.96437  -2.15454  0.12679  0.37
C  1.14975  1.56882  -0.71651  -0.38
C  -0.14623  1.38656  -1.22465  0.80
C  2.22793  1.68072  -1.55926  -0.50
H  3.29477  1.58158  -1.13107  0.31
C  -0.96578  -2.45476  0.21066  -1.07
H  -0.19693  -2.58773  3.08450  0.32
C  0.69258  1.92861  -3.41084  -0.57
C  -0.36671  -0.84370  2.01152  0.37
H  2.78825  1.75416  -3.67807  0.37
C  1.99090  1.78736  -2.91552  -0.30
H  0.56824  2.00039  -4.49766  0.34
H  -1.84080  -2.07858  2.54489  0.44
N  -0.22359  -1.25589  0.65204  -0.20
S  1.27696  -0.19431  2.65833  -0.08
H  -1.00932  -1.06967  3.80351  0.57
H  -1.46113  1.65781  -2.97592  0.28
H  -2.21363  0.73349  -0.72435  0.41
H  -0.82451  -3.23529  1.06532  0.30
C  -1.25550  1.09097  -0.30991  -0.29
C  -0.38286  1.64156  -2.59877  -0.49
H  0.62272  -1.02373  0.15290  0.28
H  -0.66686  -2.99086  -0.68372  0.35
H  1.33506  1.47680  0.30612  0.60

***

ORCA calculation (wB97M-V/def2-TZVPD) on a 3-piece molecular cluster, C10H14N3S overall in a non-equilibrium geometry.

The spin multiplicity is 1. Its total charge is +1. The calculation puts the lowest unoccupied orbital energy at -4.14 eV.

Each line ends with the Mulliken charge.
Positions of all 28 atoms, in Å:
H  1.46704  2.12408  2.03118  0.17
H  -2.48220  -1.79391  -0.98940  0.38
H  0.51230  3.54937  2.18207  0.29
C  -1.22234  -1.90248  -2.87135  -0.27
C  -1.52056  -1.81078  -1.46299  -0.79
H  -1.42978  2.34093  -0.79384  0.31
N  3.65202  0.23768  2.50488  -0.34
H  -1.08540  3.84802  0.16505  0.45
N  -1.21031  -1.91158  1.50108  -0.27
H  2.01362  -0.74363  -2.81840  0.31
H  0.10589  -1.85952  -4.45792  0.34
C  -1.34217  2.79990  0.20642  -1.14
H  4.22976  0.05408  1.76685  0.28
C  0.69722  -0.82294  -1.13278  -0.36
C  -0.31552  2.03967  0.88952  0.85
C  -0.51495  -1.14291  -0.62183  1.10
H  -1.49067  -2.96787  1.21032  0.30
S  1.16518  -0.45940  3.48347  -0.27
C  0.97898  -1.05351  -2.50665  -0.33
H  -1.50140  -1.67007  2.43418  0.29
H  1.41088  -0.23996  -0.63791  0.39
H  -0.15593  0.94275  0.77659  -0.17
H  -1.94254  -2.30536  -3.65682  0.28
N  0.55506  2.53098  1.79193  -0.22
C  -0.02815  -1.56461  -3.40346  -0.49
H  -2.31924  2.79510  0.78226  0.31
C  2.57481  -0.03945  2.91150  0.34
C  -0.80161  -0.97459  0.71607  -0.75

***

ORCA calculation (wB97M-V/def2-TZVPD) on C10H14N4 as an isolated structure in a non-equilibrium geometry.

The spin multiplicity is 1. The calculation puts the lowest unoccupied orbital energy at 0.72 eV.

Each line ends with the Mulliken charge.
Positions of all 28 atoms, in Å:
N  1.74354  1.18817  1.25904  -0.55
N  -1.71974  -0.48660  0.45558  0.06
C  1.09343  1.08804  0.08544  -0.60
H  0.52980  -0.88633  1.26617  0.20
H  -1.31107  0.89754  1.59715  0.38
C  1.32127  -0.05646  -0.71094  -0.16
H  -2.87148  2.52236  0.15715  0.30
H  -0.94572  -2.60538  0.47797  0.23
C  -1.41207  -0.11706  -0.92533  0.55
H  1.43920  -0.40174  -2.60223  0.44
C  -2.80592  1.39217  -0.09051  -0.58
H  3.88494  -1.44328  0.99987  0.32
H  0.44237  1.84147  -0.01889  0.87
H  -3.87967  1.16030  -0.21663  0.36
H  -0.74438  -2.11686  -1.59852  0.20
H  2.70715  -1.86855  -0.57236  0.40
C  2.92479  -0.85448  0.98003  -0.22
H  -1.18575  -1.08606  -2.92737  0.42
C  -0.68265  -1.00402  -1.90252  -0.64
N  0.55284  -0.19022  -2.00920  -0.30
H  -2.96699  0.38232  1.84282  0.35
C  2.24244  -1.01446  -0.18079  -0.47
H  3.05860  0.56155  2.66784  0.34
C  -2.25585  0.59860  1.13748  -0.54
H  -1.08975  -1.35374  2.31869  0.29
N  -2.05358  0.97559  -1.17198  -0.60
C  2.52508  0.28651  1.71148  -0.31
C  -0.73864  -1.32087  1.04136  -0.73

***

ORCA calculation (wB97M-V/def2-TZVPD) on an isolated molecule of C10H14O in a non-equilibrium geometry.

The spin multiplicity is 1. The calculation puts the lowest unoccupied orbital energy at 0.83 eV.

Each line ends with the Mulliken charge.
Positions of all 25 atoms, in Å:
H  2.52506  -2.34898  -0.54007  0.34
C  2.00330  1.03440  0.29123  -0.64
H  0.31323  1.71800  -0.88083  0.30
C  -1.76130  0.17183  -1.40008  -1.91
O  -0.06163  -2.00979  0.19320  -0.19
H  -3.13473  1.00739  0.79843  0.37
C  -0.27200  0.47584  0.77705  -0.11
C  -1.31935  -1.99357  -0.15097  -0.55
H  2.66816  1.44965  -0.46735  0.41
C  2.92334  -1.35906  -0.32637  -1.38
C  1.83415  -0.46220  0.13928  0.40
C  -1.59964  -0.29741  0.03848  1.59
C  0.58519  -0.78101  0.47592  0.25
H  -0.49583  0.59383  1.83154  0.40
H  -3.68395  -0.63568  0.43508  0.43
H  3.68914  -1.44332  0.44382  0.30
H  -2.03506  1.22529  -1.43465  0.41
C  0.56145  1.57727  0.16949  -0.89
H  3.39208  -0.96318  -1.22646  0.36
C  -2.86294  -0.04829  0.83931  -1.78
H  -2.72500  -0.33023  1.88058  0.41
H  -0.84040  0.02347  -1.96317  0.41
H  -2.54777  -0.40480  -1.88224  0.46
H  0.42181  2.52865  0.68521  0.34
H  2.42267  1.27189  1.27357  0.26

***

HOMO level (computed, eV): -12.9; -11.0; -8.0; -8.6
Energy relative to the best compared isomer or geometry (same formula, charge and spin) (computed, kJ/mol): 278.5; 281.1; 538.2; 392.0